A molecular structure, C21H28N4O4S2 at a distorted geometry. Source: the OMol25 dataset; level of theory: the ωB97M-V functional and the def2-TZVPD basis.

The geometry in XYZ format:
```
59
Properties=species:S:1:pos:R:3:mulliken_charge:R:1
C 3.8208 -0.4719 -0.6799 -0.5081
C 3.5481 0.5972 -1.5891 -0.0760
C 2.2942 1.4240 -1.5020 -1.2252
N 1.3768 0.8675 -0.5964 0.3913
C 1.4130 0.9810 0.7213 0.4412
N 0.2334 0.2148 1.2837 0.1675
N -0.3369 -0.3031 0.3025 -0.8040
C 0.4164 -0.0721 -1.0264 0.7384
C 0.1636 -0.4912 -2.4008 -1.5725
O 0.0156 0.7444 -3.2513 -0.4660
C -1.2146 1.3432 -3.1405 0.5009
C -2.0868 1.2024 -2.2581 -0.5198
C -2.9989 2.3835 -2.2693 -0.4425
C -3.3102 3.2970 -3.1281 0.6912
C -2.0828 3.4374 -4.1086 -0.8264
C -1.1530 2.5883 -3.8922 -0.4404
H -0.2561 2.8292 -4.6787 0.1333
H -2.1850 4.3233 -4.6347 0.5263
C -4.4613 4.2572 -3.2798 -1.4816
C -5.5566 3.7642 -4.0092 -0.8092
H -4.9853 3.6463 -5.1437 0.1572
H -5.9297 2.7027 -3.6323 0.2548
H -6.4160 4.4022 -4.1046 0.3688
H -4.1651 5.2450 -3.3026 0.6153
H -4.7709 4.1791 -2.3595 0.4670
H -4.0226 2.1850 -1.5737 0.0503
H -2.0149 0.7000 -1.4563 1.0229
H -0.8990 -1.1409 -2.4819 0.2286
H 0.9431 -0.9818 -2.5865 0.8838
S 2.2448 1.8165 1.9011 -0.1944
C 1.6821 0.8237 3.3036 -0.8003
H 0.8387 1.2262 3.5400 0.6487
C 1.7684 -0.5958 3.1136 0.4852
O 2.8937 -0.9793 2.5767 -0.6854
N 0.8821 -1.3480 3.6512 -0.0617
C -0.5590 -0.9264 4.1246 -1.6324
H -0.9057 -1.6703 4.4235 1.0411
H -0.3256 -0.0965 5.2008 0.2324
H -0.9877 -0.3249 3.4289 0.3989
C 0.7076 -2.9172 3.3215 -1.2976
C 0.7066 -2.8570 1.8042 -0.5110
H -0.2649 -2.7697 1.4705 0.5179
H 1.7090 -2.5991 1.3264 -0.0064
S 1.0686 -4.7418 1.7494 1.2869
O 1.8621 -5.3598 0.5658 -0.7153
O -0.3420 -5.2874 1.6694 -0.7161
C 1.8396 -4.8619 3.2820 -0.7688
C 2.0128 -3.3803 3.7492 -0.4742
H 2.9071 -3.2208 3.2491 0.4488
H 2.0077 -3.6441 4.9494 0.2655
H 2.7540 -5.5537 3.0421 0.4031
H 1.1644 -5.6250 3.8353 0.3474
H -0.1758 -3.1631 3.4167 1.4460
H 2.3996 1.3339 4.2092 0.2988
H 1.9126 1.7626 -2.3152 0.5468
H 2.4983 2.3585 -0.7965 0.4193
H 4.3463 0.7689 -2.3352 0.3591
H 4.7748 -1.1647 -0.7826 0.2124
H 3.2006 -0.8579 0.1040 0.0382
```

* E_LUMO: 0.4 eV
* calculated total energy: -2132.65264 Ha

8 unconnected molecules or ions with the total composition C21H28NO24 at a distorted geometry. Source: the OMol25 dataset; level of theory: the ωB97M-V functional and the def2-TZVPD basis.

The geometry in XYZ format:
```
74
Properties=species:S:1:pos:R:3:mulliken_charge:R:1
N 0.5090 0.0155 0.4376 0.4542
O 0.4430 -1.1473 0.0215 -0.4539
O 1.0999 0.1870 1.4660 -0.5107
O -0.4131 0.7957 0.0220 -0.4002
C 1.0284 -3.7889 -2.1005 0.4292
C 2.1868 -2.9199 -2.7462 -0.3491
O 2.2761 -3.6724 -3.9441 -0.4089
C 1.7081 -4.9665 -3.8824 0.5759
O 1.7492 -5.8150 -4.7966 -0.5970
O 1.1155 -5.0619 -2.7058 -0.3257
H 0.1822 -3.1962 -1.9825 0.1225
H 1.1192 -3.8109 -0.8186 -0.1567
H 3.1913 -2.9803 -2.2188 0.0313
H 2.1088 -1.9636 -2.7295 0.6495
C -0.3148 1.2316 -4.0983 -0.2692
C -1.5321 0.6903 -3.5383 0.6589
O -1.7352 -0.5200 -4.1429 -0.2979
C -0.7845 -0.5879 -5.1142 0.5653
O -0.9809 -1.4261 -6.0173 -0.6421
O -0.0360 0.4340 -5.2168 -0.3099
H 0.6167 1.1656 -3.5227 0.1953
H -0.3438 2.4810 -4.0374 0.1951
H -2.2548 1.4981 -3.8190 0.1244
H -1.3718 0.5710 -2.3020 -0.2229
C -2.3317 -2.4557 1.6342 0.5470
C -1.0497 -3.2770 1.7568 -0.2375
O -1.1019 -4.2286 0.6293 -0.2832
C -2.3360 -4.3331 0.2661 0.6712
O -2.6589 -5.0681 -0.7007 -0.6256
O -3.1402 -3.4580 0.8623 -0.4135
H -2.1642 -1.5013 1.0291 -0.2898
H -2.8625 -2.3427 2.5661 0.2243
H -0.9196 -4.0853 2.5951 0.3150
H -0.2363 -2.6694 1.9238 0.0799
C -2.6831 0.6572 3.2070 0.1477
C -1.3621 1.0595 3.8065 -0.3267
O -1.3235 2.4824 3.6790 -0.2842
C -2.5298 2.9860 3.3157 0.6818
O -2.9362 4.1851 3.4480 -0.6169
O -3.3502 1.9393 2.9728 -0.3942
H -3.1414 0.0998 4.0756 0.2549
H -2.6812 0.1140 2.3516 0.0741
H -0.4667 0.5264 3.5239 0.1676
H -1.3205 0.8279 4.8971 0.3086
C 4.6388 -1.8503 1.5800 -0.2179
C 3.2736 -2.3496 1.1308 0.3530
O 3.5935 -3.6546 0.6385 -0.2568
C 4.7526 -3.7650 0.2945 0.6646
O 5.3369 -4.6449 -0.2999 -0.6121
O 5.4354 -2.6270 0.6806 -0.3941
H 4.9803 -1.9635 2.7081 0.1885
H 4.7295 -0.8885 1.2411 0.2935
H 2.8219 -1.7453 0.3904 -0.0508
H 2.4399 -2.4253 2.0733 -0.0113
C 0.8855 4.3455 2.4539 0.5948
C 1.9731 3.3039 2.6091 0.1382
O 3.0882 4.0049 2.2592 -0.4007
C 2.8007 5.3359 1.8271 0.5417
O 3.6192 6.0899 1.4547 -0.4833
O 1.4463 5.4350 1.8832 -0.3843
H 0.1302 4.5703 3.2923 0.1479
H 0.1278 3.7495 1.7573 -0.3491
H 2.1099 2.4752 1.9154 0.1020
H 2.0873 2.8700 3.7687 0.0788
C -2.5387 3.1251 -0.4483 0.5971
C -3.8352 3.1687 -1.3815 -0.4724
O -3.4571 3.8794 -2.5270 -0.3818
C -2.2003 4.3427 -2.3760 0.6233
O -1.6899 4.8196 -3.3627 -0.5979
O -1.6947 3.9170 -1.2560 -0.2889
H -2.1733 2.0300 -0.1109 -0.2106
H -2.8496 3.8113 0.4328 0.0583
H -4.6396 3.7243 -0.9665 0.3222
H -4.1636 2.2443 -1.7149 0.3498
```

* E_LUMO: 1.6 eV
* calculated total energy: -2677.25204 Ha
* total charge: -1

A molecular structure, C21H29BiN8O3S3. Source: the OMol25 dataset; level of theory: the ωB97M-V functional and the def2-TZVPD basis.

The geometry in XYZ format:
```
65
Properties=species:S:1:pos:R:3:mulliken_charge:R:1
Bi 0.0842 -0.3477 -0.9720 1.4019
C 3.0147 3.0924 0.1848 -1.7757
C 2.0840 2.1581 -0.5071 0.7655
N 1.4565 1.2099 0.0878 1.1789
N 1.5850 1.0651 1.4445 -1.1249
C 0.9540 0.0126 1.8912 0.2292
O 0.2918 -0.8250 1.1286 -0.4910
C 0.9513 -0.2583 3.3404 0.4839
C 0.2590 -1.3638 3.8328 -0.2716
C 0.2334 -1.6171 5.1946 -0.8846
C 0.8995 -0.7691 6.0683 -0.4089
C 1.5927 0.3325 5.5811 -0.7778
C 1.6200 0.5909 4.2226 -0.3224
C 1.8387 2.2983 -1.9660 0.7109
C 2.5587 3.1929 -2.7404 -0.9108
C 2.2960 3.2697 -4.1015 -0.6253
C 1.3219 2.4537 -4.6485 -0.8874
C 0.6399 1.5891 -3.8074 -0.3830
N 0.8852 1.5191 -2.5005 0.1466
H 3.0123 2.9075 1.2522 0.3587
H 2.7298 4.1277 -0.0090 0.3919
H 4.0275 2.9489 -0.1991 0.3810
H -0.2517 -2.0241 3.1445 0.3515
H -0.3028 -2.4756 5.5763 0.4316
H 0.8799 -0.9666 7.1318 0.4127
H 2.1129 0.9898 6.2646 0.4290
H 2.1564 1.4452 3.8353 0.4733
H 3.3192 3.8159 -2.2937 0.5281
H 2.8522 3.9575 -4.7240 0.4504
H 1.0897 2.4783 -5.7035 0.4717
H -0.1330 0.9336 -4.1927 0.5055
C -3.7429 -1.0734 -2.3255 -0.8382
C -4.0847 -1.1256 -0.8423 -1.0061
S -2.6405 -1.3711 0.2323 0.1609
C -2.8688 -0.0994 1.4984 -0.5952
C -2.9476 1.3385 1.0006 -1.0486
S -1.5418 1.8740 -0.0206 0.1447
C -2.3453 2.6079 -1.4722 -0.7603
C -3.3004 1.7290 -2.2676 -0.8316
S -2.5466 0.1851 -2.8486 -0.0379
H -4.6582 -0.9474 -2.9043 0.4780
H -3.2902 -2.0120 -2.6503 0.4224
H -4.7791 -1.9493 -0.6762 0.5467
H -4.5965 -0.2195 -0.5229 0.4099
H -2.0194 -0.2355 2.1690 0.0779
H -3.7716 -0.3231 2.0676 0.6368
H -2.9720 2.0038 1.8636 0.5968
H -3.8568 1.5198 0.4306 0.5436
H -1.5092 2.9365 -2.0914 0.3416
H -2.8650 3.5056 -1.1339 0.5454
H -3.6424 2.2955 -3.1336 0.5836
H -4.1874 1.4810 -1.6872 0.4146
N -0.4500 -3.9147 -0.0940 -0.2932
N 0.8000 -4.5230 -0.0182 -0.3405
C 1.9046 -3.8974 -0.4544 0.6429
N 3.0567 -4.5443 -0.3718 -0.3410
N 1.7113 -2.6449 -0.9182 -0.4993
N 2.7574 -1.9438 -1.3726 1.1575
O 3.8872 -2.3559 -1.5138 -0.7082
O 2.4544 -0.7533 -1.6436 -0.7009
H -0.8164 -3.7474 0.8348 0.2487
H -1.0831 -4.5099 -0.6127 0.2714
H 0.8944 -5.4332 0.4044 0.1540
H 3.0994 -5.4843 -0.0139 0.1778
H 3.8915 -4.1095 -0.7278 0.2064
```

* E_LUMO: -5.9 eV
* calculated total energy: -2890.00886 Ha
* total charge: +2